(1)
{
  "formula": "C42H100NOSSi",
  "method": "wB97M-V/def2-TZVPD",
  "symbols": ["C", "C", "C", "C", "C", "S", "C", "C", "N", "C", "C", "O", "Si", "C", "C", "C", "H", "H", "H", "H", "H", "H", "H", "H", "H", "H", "H", "H", "H", "H", "H", "H", "H", "H", "H", "H", "H", "H", "H", "H", "H", "H", "H", "H", "H", "H", "C", "C", "C", "C", "C", "C", "H", "H", "H", "H", "H", "H", "H", "H", "H", "H", "H", "H", "H", "H", "C", "C", "C", "C", "C", "C", "H", "H", "H", "H", "H", "H", "H", "H", "H", "H", "H", "H", "H", "H", "C", "C", "C", "C", "C", "C", "H", "H", "H", "H", "H", "H", "H", "H", "H", "H", "H", "H", "H", "H", "C", "C", "C", "C", "C", "C", "H", "H", "H", "H", "H", "H", "H", "H", "H", "H", "H", "H", "H", "H", "C", "C", "C", "C", "C", "C", "H", "H", "H", "H", "H", "H", "H", "H", "H", "H", "H", "H", "H", "H"],
  "coordinates": [[-2.18, 2.51, -0.60], [-1.17, 1.56, -1.53], [0.21, 1.13, -0.77], [0.11, -0.24, 0.14], [-1.47, -0.74, 0.35], [1.02, -1.69, -0.64], [0.65, -3.25, 0.40], [0.71, -2.98, 2.02], [-0.56, -3.55, 2.67], [2.88, -1.51, -0.55], [3.44, -0.24, 0.33], [3.73, -0.74, 1.68], [5.09, 0.06, 2.43], [5.60, -1.08, 3.95], [4.71, 1.79, 3.19], [6.67, 0.21, 1.35], [-1.67, 2.81, 0.43], [-3.15, 1.88, -0.34], [-2.52, 3.43, -1.24], [-1.75, 0.66, -2.04], [-0.85, 2.27, -2.44], [1.03, 0.93, -1.62], [0.65, 2.04, -0.14], [0.50, 0.05, 1.21], [-2.16, 0.10, 0.81], [-1.82, -1.08, -0.73], [-1.56, -1.67, 1.06], [-0.36, -3.75, 0.04], [1.50, -4.03, 0.13], [1.64, -3.57, 2.44], [0.86, -1.85, 2.32], [-0.35, -4.40, 3.24], [-0.99, -2.80, 3.27], [3.35, -1.54, -1.64], [3.31, -2.49, -0.02], [4.40, 0.16, -0.26], [2.72, 0.68, 0.40], [5.77, -2.20, 3.59], [6.62, -0.66, 4.34], [4.83, -1.00, 4.83], [5.74, 2.19, 3.64], [4.00, 1.64, 4.15], [4.29, 2.59, 2.45], [7.60, 0.13, 2.06], [6.66, -0.57, 0.47], [6.69, 1.32, 0.92], [-5.36, 8.14, -4.27], [-4.03, 8.45, -3.59], [-3.09, 7.24, -3.55], [-3.60, 6.04, -2.74], [-3.95, 6.34, -1.28], [-2.75, 6.79, -0.47], [-5.92, 7.37, -3.73], [-5.98, 9.04, -4.30], [-5.20, 7.80, -5.30], [-4.21, 8.83, -2.58], [-3.54, 9.26, -4.14], [-2.12, 7.57, -3.14], [-2.89, 6.91, -4.57], [-2.84, 5.25, -2.78], [-4.49, 5.63, -3.24], [-4.35, 5.42, -0.83], [-4.74, 7.09, -1.22], [-1.96, 6.03, -0.48], [-3.04, 6.96, 0.57], [-2.33, 7.73, -0.85], [6.47, -6.65, 7.51], [6.32, -5.66, 6.37], [5.44, -4.46, 6.72], [3.98, -4.80, 7.05], [3.22, -5.55, 5.96], [3.08, -4.76, 4.67], [5.51, -7.08, 7.80], [7.13, -7.47, 7.22], [6.90, -6.16, 8.39], [5.94, -6.18, 5.48], [7.32, -5.29, 6.09], [5.46, -3.75, 5.89], [5.87, -3.93, 7.58], [3.45, -3.87, 7.28], [3.95, -5.40, 7.97], [2.21, -5.79, 6.33], [3.70, -6.52, 5.75], [2.56, -3.81, 4.85], [2.51, -5.33, 3.93], [4.06, -4.53, 4.23], [-1.69, -9.67, 8.21], [-1.15, -9.20, 9.55], [-1.70, -7.83, 9.96], [-1.33, -6.67, 9.03], [0.17, -6.46, 8.82], [0.91, -6.09, 10.10], [-1.40, -9.00, 7.40], [-1.29, -10.66, 7.97], [-2.78, -9.74, 8.23], [-0.06, -9.18, 9.52], [-1.43, -9.93, 10.32], [-1.35, -7.60, 10.98], [-2.79, -7.89, 10.03], [-1.77, -5.75, 9.43], [-1.80, -6.82, 8.05], [0.31, -5.64, 8.10], [0.63, -7.34, 8.37], [0.50, -5.18, 10.54], [1.97, -5.92, 9.89], [0.84, -6.89, 10.84], [-8.47, 9.05, -10.18], [-8.05, 7.91, -9.27], [-7.02, 8.33, -8.22], [-5.68, 8.83, -8.78], [-4.95, 7.84, -9.69], [-4.55, 6.55, -8.97], [-7.63, 9.45, -10.76], [-9.23, 8.71, -10.89], [-8.91, 9.87, -9.60], [-7.66, 7.08, -9.88], [-8.93, 7.53, -8.76], [-6.84, 7.49, -7.55], [-7.45, 9.13, -7.60], [-5.03, 9.09, -7.94], [-5.84, 9.76, -9.34], [-4.04, 8.32, -10.07], [-5.55, 7.59, -10.57], [-3.90, 6.77, -8.12], [-4.00, 5.89, -9.65], [-5.42, 6.01, -8.61], [0.16, -1.51, -4.54], [1.58, -0.97, -4.59], [1.88, -0.20, -5.88], [1.80, -1.03, -7.16], [2.71, -2.27, -7.20], [4.19, -1.92, -7.13], [-0.03, -2.23, -5.34], [-0.02, -2.02, -3.59], [-0.57, -0.70, -4.63], [2.29, -1.79, -4.45], [1.72, -0.29, -3.74], [2.88, 0.24, -5.79], [1.19, 0.64, -5.96], [2.05, -0.38, -8.01], [0.77, -1.35, -7.32], [2.52, -2.81, -8.14], [2.45, -2.96, -6.40], [4.48, -1.27, -7.96], [4.79, -2.84, -7.19], [4.44, -1.42, -6.19]],
  "mulliken_charge": [-0.571, -0.435, -0.498, 0.130, -1.177, 0.390, -0.911, 0.257, -0.560, -0.664, -0.333, -0.138, 0.401, -0.879, -0.933, -0.987, 0.302, 0.304, -0.192, 0.153, 0.394, 0.145, 0.361, 0.403, 0.239, 0.314, 0.316, 0.332, 0.511, -0.178, 0.187, 0.257, 0.269, 0.395, 0.360, 0.344, 0.132, 0.165, 0.321, 0.257, 0.277, 0.254, 0.288, 0.345, 0.270, 0.267, -1.048, -0.466, -0.849, -0.302, -0.517, -1.147, 0.301, 0.414, 0.142, 0.253, 0.372, 0.358, 0.336, 0.116, 0.350, 0.390, 0.381, 0.230, 0.389, 0.308, -1.201, -0.438, -0.112, -0.535, -0.206, -1.081, 0.267, 0.377, 0.300, 0.240, 0.398, -0.336, 0.451, 0.416, 0.104, 0.146, 0.292, 0.311, 0.391, 0.237, -1.164, -0.355, -0.756, -0.875, -0.038, -1.192, 0.269, 0.368, 0.294, 0.247, 0.359, 0.314, 0.394, 0.388, 0.332, 0.258, 0.269, 0.314, 0.274, 0.307, -1.215, -0.532, -0.429, -0.687, -0.419, -1.065, 0.286, 0.376, 0.290, 0.265, 0.384, 0.220, 0.387, 0.330, 0.340, 0.359, 0.259, 0.204, 0.375, 0.275, -1.139, 0.423, -0.948, -0.782, -0.333, -1.180, 0.395, 0.227, 0.242, 0.241, -0.088, 0.340, 0.411, 0.412, 0.300, 0.389, 0.220, 0.297, 0.373, 0.271],
  "homo_energy_ev": -11.91,
  "charge": 1
}

(2)
{
  "formula": "C4H8N2OS",
  "method": "wB97M-V/def2-TZVPD",
  "symbols": ["C", "N", "C", "N", "C", "O", "C", "S", "H", "H", "H", "H", "H", "H", "H", "H"],
  "coordinates": [[1.03, -0.05, 1.36], [0.03, -0.49, 0.42], [-1.33, -0.57, 0.92], [0.15, 0.10, -0.84], [0.53, -0.76, -1.89], [0.76, -1.92, -1.76], [-0.09, 1.42, -1.11], [-0.56, 2.61, -0.09], [1.04, -0.78, 2.18], [0.84, 0.95, 1.77], [1.99, -0.08, 0.88], [-1.75, 0.39, 1.31], [-1.99, -0.95, 0.13], [-1.34, -1.32, 1.75], [0.61, -0.19, -2.87], [0.09, 1.62, -2.17]],
  "mulliken_charge": [-0.926, -0.026, -0.878, 0.197, 0.072, -0.432, -0.019, -0.261, 0.345, 0.313, 0.311, 0.296, 0.300, 0.327, 0.193, 0.188],
  "homo_energy_ev": -8.79
}

(3)
{
  "formula": "C25H25N3O2PtTe",
  "method": "wB97M-V/def2-TZVPD",
  "symbols": ["Pt", "C", "O", "C", "N", "C", "C", "C", "C", "C", "C", "C", "C", "C", "C", "C", "C", "N", "C", "N", "C", "C", "O", "C", "C", "C", "C", "C", "C", "H", "H", "H", "H", "H", "H", "H", "H", "H", "H", "H", "H", "H", "H", "H", "H", "H", "H", "H", "C", "Te", "C", "H", "H", "H", "H", "H", "H"],
  "coordinates": [[-0.01, -0.49, -0.20], [2.27, -0.99, -4.07], [1.04, -1.72, -4.11], [0.35, -1.40, -3.04], [0.87, -0.53, -2.24], [2.11, -0.04, -2.85], [3.27, 0.02, -1.88], [3.05, 0.16, -0.52], [4.11, 0.30, 0.37], [5.40, 0.34, -0.12], [5.63, 0.24, -1.48], [4.58, 0.08, -2.36], [-1.02, -1.87, -2.80], [-1.82, -2.59, -3.68], [-3.16, -2.78, -3.35], [-3.66, -2.24, -2.17], [-2.78, -1.57, -1.33], [-1.50, -1.41, -1.65], [-3.13, -0.94, -0.06], [-2.22, -0.38, 0.66], [-2.84, 0.17, 1.84], [-4.35, -0.08, 1.57], [-4.37, -0.88, 0.37], [-2.48, 1.61, 2.08], [-3.00, 2.23, 3.22], [-2.72, 3.56, 3.47], [-1.92, 4.28, 2.59], [-1.37, 3.65, 1.48], [-1.65, 2.32, 1.23], [2.38, -0.46, -5.02], [3.09, -1.71, -3.96], [1.92, 0.98, -3.19], [2.00, 0.21, -0.13], [3.93, 0.42, 1.43], [6.23, 0.48, 0.57], [6.64, 0.30, -1.86], [4.77, 0.03, -3.42], [-1.40, -2.96, -4.59], [-3.81, -3.33, -4.01], [-4.69, -2.33, -1.89], [-2.52, -0.43, 2.72], [-4.90, 0.85, 1.36], [-4.85, -0.63, 2.36], [-3.62, 1.67, 3.90], [-3.12, 4.03, 4.36], [-1.72, 5.32, 2.78], [-0.73, 4.21, 0.82], [-1.19, 1.83, 0.35], [2.15, -2.26, 2.59], [0.25, -1.28, 2.33], [0.74, 0.60, 3.27], [2.15, -2.68, 3.60], [2.99, -1.59, 2.45], [2.21, -3.08, 1.88], [1.81, 0.78, 3.19], [0.45, 0.54, 4.32], [0.18, 1.40, 2.79]],
  "mulliken_charge": [1.109, -0.556, -0.381, 0.334, -0.407, 0.406, 0.326, 0.481, -0.654, -0.755, -0.693, -0.607, 0.489, -0.597, -0.443, -0.610, 0.231, -0.370, 0.185, 0.029, -0.491, -0.400, -0.417, 0.276, -0.574, -0.689, -0.525, -0.742, -0.178, 0.323, 0.415, 0.346, -0.162, 0.441, 0.428, 0.413, 0.450, 0.526, 0.494, 0.555, 0.517, 0.333, 0.365, 0.463, 0.427, 0.429, 0.430, 0.588, -0.945, 0.207, -0.727, 0.392, 0.269, 0.357, 0.379, 0.427, 0.083],
  "homo_energy_ev": [-14.32, -14.35],
  "s_squared": 2.008,
  "charge": 2,
  "spin_multiplicity": 3
}

For reference, max |F| by record: 3.121 1.144 1.278 eV/A.
For reference, energy relative to the best compared isomer or geometry (same formula, charge and spin) by record: 539.9 163.4 65.0 kJ/mol.